[1]
Here is a structure of composition C5H11AlO8P at a distorted geometry from OMol25. Energies are from ωB97M-V/def2-TZVPD.

Summary:
E_tot ... -37626.2464 eV
Lowest unoccupied orbital energy ... -1.43 eV
Gap between HOMO and LUMO ... 0.089 hartree
Energy relative to the best compared isomer or geometry (same formula, charge and spin) ... 76.0 kJ/mol

The geometry in ORCA input format:
```
! RIJCOSX wB97M-V def2-TZVPD def2/J DEFGRID3
* xyz -1 1
Al 0.835 -0.930 2.408
P 3.938 0.111 2.673
O 3.487 -0.828 1.511
O 5.362 0.712 2.589
O 3.329 -0.619 3.893
O 2.843 1.206 2.427
C -2.443 -3.423 1.802
O -1.810 -2.283 2.274
H -3.173 -3.797 2.519
H -2.964 -3.365 0.846
H -1.751 -4.227 1.550
C -2.686 0.889 -3.194
C -2.154 0.756 -1.850
O -0.706 1.142 -2.018
C 0.128 1.056 -1.009
O -0.078 0.507 0.122
O 1.244 1.510 -1.463
C 2.361 1.769 -0.560
H -2.958 1.919 -3.423
H -3.669 0.432 -3.303
H -2.092 0.461 -4.002
H -2.322 -0.176 -1.310
H -2.588 1.600 -1.312
H 2.077 2.340 0.324
H 2.993 2.449 -1.129
H 2.797 0.789 -0.365
*
```

Here are the natural (NBO) charges for atoms 1 to 5, given in e: atom 1 (Al): 0.89, atom 2 (P): 2.38, atom 3 (O): -0.81, atom 4 (O): -1.07, atom 5 (O): -0.87

---

[2]
Here is a structure of composition C39H34Cl3N9NaSb from OMol25. Energies are from ωB97M-V/def2-TZVPD.

Summary:
E_tot ... -102924.7299 eV
Lowest unoccupied orbital energy ... 0.03 eV
Gap between HOMO and LUMO ... 0.243 hartree

The geometry in ORCA input format:
```
! RIJCOSX wB97M-V def2-TZVPD def2/J DEFGRID3
* xyz 0 1
Na 0.291 1.027 0.313
C -1.384 0.719 3.162
C -1.376 2.180 2.810
C -1.691 3.110 3.800
C -1.647 4.454 3.513
C -1.273 4.848 2.234
C -0.986 3.876 1.286
N -1.056 2.556 1.561
Sb -0.353 4.665 -0.631
C -1.675 3.546 -1.907
C -2.466 4.333 -2.737
C -3.330 3.710 -3.626
C -3.357 2.332 -3.657
C -2.535 1.607 -2.794
C -2.529 0.103 -2.852
N -1.721 2.204 -1.916
C 1.498 3.578 -0.864
C 2.690 4.287 -0.869
C 3.869 3.592 -1.117
C 3.814 2.238 -1.381
C 2.577 1.597 -1.385
C 2.444 0.130 -1.676
N 1.448 2.262 -1.116
H -0.931 0.578 4.143
H -2.408 0.337 3.195
H -0.811 0.130 2.453
H -1.942 2.760 4.794
H -1.881 5.190 4.273
H -1.204 5.897 1.974
H -2.386 5.412 -2.700
H -3.957 4.293 -4.289
H -4.004 1.803 -4.347
H -2.274 -0.234 -3.859
H -1.811 -0.302 -2.145
H -3.519 -0.299 -2.619
H 2.694 5.356 -0.695
H 4.821 4.110 -1.119
H 4.714 1.672 -1.586
H 3.133 -0.195 -2.460
H 2.681 -0.435 -0.762
H 1.417 -0.115 -1.953
C 3.472 -3.067 0.577
N 2.896 -1.761 0.867
C 2.646 -1.503 2.094
C 2.165 -0.250 2.625
C 2.144 0.040 3.995
C 1.857 1.405 4.109
C 1.715 1.858 2.791
N 1.886 0.877 1.882
C 2.481 -4.214 0.473
C 2.914 -5.527 0.628
C 2.028 -6.590 0.506
C 0.689 -6.353 0.223
C 0.248 -5.046 0.063
C 1.138 -3.986 0.191
H 4.248 -3.334 1.305
H 3.975 -2.989 -0.391
H 2.881 -2.249 2.870
H 2.338 -0.659 4.798
H 1.774 1.996 5.011
H 1.528 2.878 2.473
H 3.959 -5.720 0.850
H 2.381 -7.605 0.641
H -0.009 -7.177 0.143
H -0.796 -4.858 -0.151
H 0.805 -2.963 0.073
Cl 0.308 -5.473 -3.346
C 1.090 -3.910 -3.556
Cl 2.773 -3.991 -3.036
Cl 0.995 -3.392 -5.247
C 0.393 -2.917 -2.728
N -0.159 -2.157 -2.071
N -3.442 -4.848 1.816
C -3.436 -3.732 1.544
C -3.445 -2.333 1.189
C -4.595 -1.568 1.341
C -4.556 -0.238 0.968
C -3.372 0.274 0.461
N -2.263 -0.450 0.322
C -2.298 -1.730 0.678
H -5.495 -2.016 1.742
H -5.429 0.393 1.069
H -3.295 1.313 0.152
H -1.387 -2.303 0.555
N 0.907 2.274 -4.360
C 0.576 3.376 -4.188
H 1.178 1.314 -4.396
*
```

Here are the Löwdin charges for atoms 1 to 5, given in e: atom 1 (Na): 0.25, atom 2 (C): -0.03, atom 3 (C): -0.32, atom 4 (C): -0.02, atom 5 (C): -0.06

---

[3]
Here is a structure of composition C55H44CdN3OP3S3 from OMol25. Energies are from ωB97M-V/def2-TZVPD.

Summary:
E_tot ... -129207.5138 eV
Lowest unoccupied orbital energy ... -0.17 eV
Gap between HOMO and LUMO ... 0.229 hartree
Energy relative to the best compared isomer or geometry (same formula, charge and spin) ... 0.0 kJ/mol

The geometry in ORCA input format:
```
! RIJCOSX wB97M-V def2-TZVPD def2/J DEFGRID3
* xyz 0 1
Cd 0.609 -0.070 -1.018
S 1.900 -1.715 -2.749
P 1.393 -2.887 -1.159
C 0.465 -2.030 -0.041
P 0.796 -1.840 1.615
S 1.909 -0.249 2.116
C 1.496 -3.367 2.334
C 0.769 -4.553 2.235
C 1.294 -5.740 2.719
C 2.555 -5.752 3.304
C 3.281 -4.576 3.404
C 2.752 -3.384 2.923
C -0.811 -1.711 2.491
C -1.936 -1.245 1.818
C -3.150 -1.111 2.479
C -3.254 -1.457 3.818
C -2.135 -1.920 4.498
C -0.919 -2.036 3.841
C 0.512 -4.336 -1.846
C -0.710 -4.711 -1.304
C -1.414 -5.789 -1.831
C -0.893 -6.496 -2.904
C 0.331 -6.124 -3.451
C 1.028 -5.047 -2.928
C 2.914 -3.617 -0.464
C 3.942 -2.743 -0.116
C 5.085 -3.220 0.503
C 5.211 -4.575 0.783
C 4.187 -5.448 0.450
C 3.040 -4.971 -0.171
H -0.213 -4.542 1.778
H 0.722 -6.657 2.639
H 2.969 -6.679 3.681
H 4.267 -4.583 3.853
H 3.310 -2.457 2.989
H -1.852 -0.987 0.770
H -4.016 -0.739 1.945
H -4.203 -1.364 4.333
H -2.210 -2.192 5.544
H -0.046 -2.389 4.379
H -1.103 -4.134 -0.474
H -2.366 -6.076 -1.401
H -1.437 -7.337 -3.315
H 0.737 -6.673 -4.291
H 1.973 -4.744 -3.364
H 3.837 -1.686 -0.325
H 5.877 -2.533 0.773
H 6.105 -4.949 1.268
H 4.273 -6.502 0.681
H 2.237 -5.657 -0.411
N -0.851 2.509 -4.539
C -0.666 3.892 -4.313
C -1.412 4.817 -5.021
C -1.238 6.177 -4.790
C -0.340 6.607 -3.829
C 0.390 5.675 -3.100
C 0.248 4.324 -3.358
S 1.259 3.148 -2.519
N 0.356 1.722 -2.673
C -0.505 1.564 -3.599
C -1.198 0.244 -3.708
C -1.608 -0.272 -4.928
C -2.185 -1.535 -4.945
C -2.332 -2.227 -3.757
C -1.882 -1.631 -2.587
N -1.336 -0.422 -2.566
H -1.665 2.281 -5.086
H -2.124 4.474 -5.763
H -1.813 6.893 -5.361
H -0.208 7.663 -3.636
H 1.081 5.999 -2.332
H -1.429 0.260 -5.853
H -2.491 -1.978 -5.883
H -2.753 -3.222 -3.730
H -1.908 -2.145 -1.632
O -0.448 1.587 0.145
P -0.533 2.815 0.993
C 1.057 3.443 1.553
C 2.227 3.020 0.933
C 3.454 3.507 1.358
C 3.514 4.420 2.400
C 2.350 4.837 3.032
C 1.124 4.343 2.616
C -1.359 4.118 0.050
C -2.234 3.698 -0.952
C -2.928 4.632 -1.707
C -2.752 5.987 -1.468
C -1.875 6.409 -0.478
C -1.177 5.479 0.277
C -1.483 2.572 2.499
C -0.951 1.690 3.444
C -1.638 1.459 4.622
C -2.852 2.095 4.857
C -3.387 2.957 3.914
C -2.702 3.199 2.729
H 2.183 2.282 0.145
H 4.362 3.157 0.885
H 4.473 4.794 2.735
H 2.399 5.532 3.860
H 0.220 4.638 3.136
H -2.353 2.636 -1.136
H -3.605 4.302 -2.485
H -3.289 6.716 -2.062
H -1.728 7.467 -0.299
H -0.485 5.815 1.039
H -0.012 1.178 3.245
H -1.232 0.772 5.352
H -3.386 1.909 5.781
H -4.336 3.445 4.097
H -3.115 3.876 1.992
*
```

Here are the Löwdin charges for atoms 1 to 5, given in e: atom 1 (Cd): 1.23, atom 2 (S): 0.13, atom 3 (P): 0.34, atom 4 (C): -0.71, atom 5 (P): 0.34

---

[4]
Here is the molecule C20H15F3N4O at a distorted geometry from OMol25. Energies are from ωB97M-V/def2-TZVPD.

Summary:
E_tot ... -37142.2807 eV
Lowest unoccupied orbital energy ... 0.37 eV
Gap between HOMO and LUMO ... 0.317 hartree
Energy relative to the best compared isomer or geometry (same formula, charge and spin) ... 192.7 kJ/mol
SMILES string ... FC(F)(F)COc1ccc(-c2ccc3[nH]c(Cc4cncnc4)nc3c2)cc1

The geometry in ORCA input format:
```
! RIJCOSX wB97M-V def2-TZVPD def2/J DEFGRID3
* xyz 0 1
F -4.071 3.911 -5.955
C -5.024 3.242 -5.268
F -6.265 3.767 -5.656
F -5.091 1.996 -5.745
C -4.875 3.242 -3.725
O -3.540 3.400 -3.373
C -2.922 2.375 -2.651
C -3.025 1.001 -3.098
C -2.194 0.096 -2.493
C -1.273 0.420 -1.522
C -0.385 -0.583 -0.843
C 0.207 -1.623 -1.615
C 1.146 -2.484 -1.047
C 1.247 -2.408 0.334
N 2.236 -2.941 1.043
C 2.147 -2.562 2.382
C 3.112 -2.871 3.439
C 3.651 -1.744 4.225
C 4.754 -1.949 5.109
N 5.275 -0.989 5.875
C 4.543 0.207 5.896
N 3.579 0.585 5.080
C 3.135 -0.347 4.220
N 1.168 -1.709 2.479
C 0.692 -1.517 1.188
C -0.113 -0.470 0.584
C -1.091 1.741 -1.254
C -1.970 2.713 -1.729
H -5.472 2.512 -3.248
H -5.352 4.128 -3.335
H -3.645 0.690 -3.930
H -2.245 -0.901 -2.756
H -0.015 -1.708 -2.605
H 1.895 -3.126 -1.547
H 3.001 -3.425 0.651
H 3.976 -3.195 2.878
H 2.728 -3.665 4.116
H 5.242 -2.951 4.997
H 4.848 0.865 6.663
H 2.419 -0.086 3.462
H -0.448 0.452 1.101
H -0.217 2.144 -0.748
H -1.764 3.765 -1.584
*
```

Here are the natural (NBO) charges for atoms 1 to 5, given in e: atom 1 (F): -0.31, atom 2 (C): 0.96, atom 3 (F): -0.35, atom 4 (F): -0.33, atom 5 (C): -0.16

---

[5]
Here is the molecule C3H4N2O from OMol25. Energies are from ωB97M-V/def2-TZVPD.

Summary:
E_tot ... -8200.4808 eV
Lowest unoccupied orbital energy ... 0.79 eV
Gap between HOMO and LUMO ... 0.340 hartree
Energy relative to the best compared isomer or geometry (same formula, charge and spin) ... 328.5 kJ/mol

The geometry in ORCA input format:
```
! RIJCOSX wB97M-V def2-TZVPD def2/J DEFGRID3
* xyz 0 1
O 0.034 1.230 1.908
C -0.123 0.455 0.802
C 0.834 -0.092 -0.004
N 0.213 -0.625 -1.115
N -1.151 -0.524 -0.810
C -1.438 0.202 0.273
H 0.959 1.485 1.987
H 1.913 -0.125 0.071
H 0.531 -1.505 -1.509
H -1.772 -0.500 -1.603
*
```

Here are the natural (NBO) charges for atoms 1 to 5, given in e: atom 1 (O): -0.65, atom 2 (C): 0.12, atom 3 (C): -0.11, atom 4 (N): -0.40, atom 5 (N): -0.40

---

[6]
Here is a cluster of 2 separate species, C5H14 in total at a distorted geometry from OMol25. Energies are from ωB97M-V/def2-TZVPD.

Summary:
E_tot ... -5400.4657 eV
Lowest unoccupied orbital energy (spin up / spin down) ... -3.16 / -11.13 eV
Gap between HOMO and LUMO (spin up / spin down) ... 0.431 / 0.137 hartree
Energy relative to the best compared isomer or geometry (same formula, charge and spin) ... 61.7 kJ/mol

The geometry in ORCA input format:
```
! RIJCOSX wB97M-V def2-TZVPD def2/J DEFGRID3
* xyz 1 2
C -0.795 -1.442 1.709
C 0.066 -2.582 1.244
H -1.224 -1.594 2.697
H -0.276 -0.456 1.797
H -1.549 -1.205 0.952
H 0.547 -2.426 0.282
H -0.586 -3.448 1.070
H 0.816 -2.783 1.997
C 0.247 1.371 -0.405
C 0.146 0.180 -1.387
C 0.359 2.605 -1.207
H -0.565 1.385 0.312
H 1.255 1.167 0.058
H 0.723 0.280 -2.310
H -0.610 2.894 -1.701
H -0.894 -0.015 -1.692
H 0.529 -0.755 -0.982
H 0.436 3.601 -0.684
H 1.202 2.590 -1.893
*
```

Here are the natural (NBO) charges for atoms 1 to 5, given in e: atom 1 (C): -0.60, atom 2 (C): -0.61, atom 3 (H): 0.24, atom 4 (H): 0.17, atom 5 (H): 0.19

---

[7]
Here is the molecule C5H9N2O2PS at a distorted geometry from OMol25. Energies are from ωB97M-V/def2-TZVPD.

Summary:
E_tot ... -32525.9618 eV
Lowest unoccupied orbital energy (spin up / spin down) ... 0.44 / -4.41 eV
Gap between HOMO and LUMO (spin up / spin down) ... 0.311 / 0.121 hartree
Energy relative to the best compared isomer or geometry (same formula, charge and spin) ... 15.5 kJ/mol

The geometry in ORCA input format:
```
! RIJCOSX wB97M-V def2-TZVPD def2/J DEFGRID3
* xyz 0 3
C -0.752 0.830 0.684
C 0.052 0.201 -1.593
C 0.442 2.397 -0.771
C -0.552 -0.010 2.893
C 0.982 -2.482 -0.985
N 0.048 1.018 -0.583
N -0.111 0.004 1.512
O -1.709 1.549 0.859
O 0.394 0.274 -2.734
P -0.632 -1.566 -1.188
S -1.757 -2.342 -2.535
H 0.198 2.886 0.201
H 1.543 2.508 -0.999
H -0.007 2.969 -1.543
H -0.846 -1.088 3.177
H 0.402 0.075 3.452
H -1.457 0.709 2.964
H 1.135 -2.530 0.097
H 0.859 -3.467 -1.434
H 1.769 -1.935 -1.474
*
```

Here are the natural (NBO) charges for atoms 1 to 5, given in e: atom 1 (C): 0.70, atom 2 (C): 0.52, atom 3 (C): -0.42, atom 4 (C): -0.46, atom 5 (C): -0.88

---

[8]
Here is the molecule C6H12O from OMol25. Energies are from ωB97M-V/def2-TZVPD.

Summary:
E_tot ... -8463.0743 eV
Lowest unoccupied orbital energy ... 0.97 eV
Gap between HOMO and LUMO ... 0.386 hartree
Energy relative to the best compared isomer or geometry (same formula, charge and spin) ... 123.5 kJ/mol
SMILES string ... CC[C@@]1(C)C[C@H]1O

The geometry in ORCA input format:
```
! RIJCOSX wB97M-V def2-TZVPD def2/J DEFGRID3
* xyz 0 1
C 1.934 0.746 -0.332
C 1.096 -0.276 0.467
C -0.385 -0.418 0.095
C -0.727 -1.565 -0.842
C -1.446 -0.105 1.130
C -1.229 0.829 -0.013
O -0.675 2.067 0.312
H 1.768 1.780 -0.009
H 1.749 0.685 -1.412
H 3.002 0.562 -0.170
H 1.193 -0.042 1.532
H 1.567 -1.257 0.327
H -0.059 -1.610 -1.710
H -0.663 -2.526 -0.315
H -1.754 -1.472 -1.216
H -1.119 0.255 2.101
H -2.350 -0.709 1.144
H -1.978 0.860 -0.807
H 0.074 2.196 -0.280
*
```

Here are the natural (NBO) charges for atoms 1 to 5, given in e: atom 1 (C): -0.61, atom 2 (C): -0.39, atom 3 (C): -0.08, atom 4 (C): -0.60, atom 5 (C): -0.43

---

Question: E_tot of number 3 (C55H44CdN3OP3S3)?
Answer: -129207.5138 eV

---

Question: The lowest E_tot belongs to which entry?
Answer: C55H44CdN3OP3S3